1.
Below is the molecule C17H27N3O2 in a non-equilibrium geometry, with properties calculated with ωB97M-V/def2-TZVPD.

The value obtained for the total energy is -26632.3361 eV. As for the SMILES: [H]/N=C(/N)NCCOc1c(C)c(C)c2c(c1C)CCC(C)(C)O2. For the LUMO energy, the calculation gives 0.023 Eh. The value obtained for the relative energy (zero: lowest compared OMol25 entry of this formula, charge and spin) is 46.7 kcal/mol.

Structure (ORCA input):
```
! RIJCOSX wB97M-V def2-TZVPD def2/J DEFGRID3
* xyz 0 1
N 4.55 0.14 -5.04
O 2.02 0.45 -1.07
O -1.84 0.43 2.86
C 3.55 -0.34 -4.49
C 1.11 0.43 -0.11
C -0.83 0.44 1.89
C -0.17 -0.14 -0.37
C -1.17 -0.05 0.63
C 1.42 0.89 1.20
C 0.46 0.92 2.21
N 3.31 -1.62 -4.74
N 2.66 0.39 -3.79
C -0.39 -0.74 -1.75
C -2.58 -0.58 0.37
C 2.77 1.42 1.61
C -1.13 -0.39 5.01
C -2.87 1.42 4.79
C 1.98 1.67 -1.82
C 0.77 1.43 3.60
C 3.04 1.57 -2.94
C -0.52 1.96 4.22
C -1.56 0.86 4.22
H 4.56 1.17 -4.95
H 4.08 -2.10 -5.19
H 2.70 -2.14 -4.13
H 1.80 -0.15 -3.55
H 0.52 -1.09 -2.22
H -0.88 0.00 -2.34
H -1.04 -1.60 -1.67
H -2.63 -1.62 0.71
H -2.79 -0.54 -0.68
H -3.35 -0.03 0.93
H 2.72 2.50 1.77
H 3.09 0.97 2.55
H 3.52 1.20 0.83
H -0.41 -0.99 4.39
H -0.69 -0.13 5.97
H -2.01 -1.01 5.19
H -3.10 2.33 4.26
H -3.65 0.68 4.60
H -2.81 1.67 5.87
H 2.23 2.56 -1.22
H 1.00 1.79 -2.30
H 1.49 2.29 3.59
H 1.19 0.63 4.20
H 3.10 2.48 -3.56
H 3.97 1.38 -2.45
H -0.93 2.82 3.62
H -0.34 2.31 5.25
*
```

2.
Below is a structure of composition C19H39NO3Yb in a non-equilibrium geometry, with properties calculated with ωB97M-V/def2-TZVPD.

The value obtained for the total energy is -59478.8691 eV. For the LUMO energy, the calculation gives -0.345 Eh. The value obtained for the relative energy (zero: lowest compared OMol25 entry of this formula, charge and spin) is 0.0 kcal/mol.

Structure (ORCA input):
```
! RIJCOSX wB97M-V def2-TZVPD def2/J DEFGRID3
* xyz 2 1
C 6.07 1.31 2.61
O 6.80 1.68 1.47
C 8.03 0.98 1.28
C 8.07 0.33 -0.10
C 6.88 -0.60 -0.36
C 5.68 0.15 -0.95
C 4.37 -0.67 -0.94
C 3.54 -0.75 -2.26
C 2.11 -0.18 -2.12
C 1.30 -1.05 -1.15
C -0.08 -0.57 -0.68
C -0.93 -1.71 -0.11
C -2.44 -1.46 -0.15
C -2.89 -0.28 0.73
C -4.35 -0.40 1.21
C -5.39 -0.05 0.13
C -5.97 1.38 0.26
C -7.50 1.43 0.43
C -8.31 1.76 -0.84
N -7.72 2.86 -1.61
O -4.49 -1.75 1.69
C -5.50 -1.99 2.54
O -5.83 -3.06 2.80
H 6.58 1.60 3.54
H 5.89 0.22 2.64
H 5.11 1.83 2.56
H 8.86 1.69 1.38
H 8.15 0.23 2.08
H 9.01 -0.23 -0.18
H 8.10 1.12 -0.86
H 7.17 -1.40 -1.05
H 6.59 -1.09 0.59
H 5.53 1.08 -0.39
H 5.90 0.44 -1.98
H 4.70 -1.71 -0.67
H 3.74 -0.24 -0.13
H 3.48 -1.79 -2.60
H 4.08 -0.21 -3.04
H 2.15 0.84 -1.72
H 1.60 -0.16 -3.09
H 1.97 -1.08 -0.28
H 1.23 -2.09 -1.54
H 0.06 0.21 0.08
H -0.57 -0.10 -1.54
H -0.72 -2.65 -0.64
H -0.65 -1.88 0.95
H -2.74 -1.30 -1.19
H -2.94 -2.38 0.18
H -2.81 0.66 0.17
H -2.24 -0.20 1.61
H -4.48 0.28 2.06
H -6.20 -0.79 0.17
H -4.94 -0.18 -0.87
H -5.67 1.97 -0.61
H -5.51 1.88 1.12
H -7.86 0.48 0.82
H -7.75 2.19 1.19
H -8.47 0.85 -1.44
H -9.31 2.08 -0.52
H -6.98 2.50 -2.21
H -8.42 3.23 -2.24
H -6.02 -1.09 2.90
Yb 2.90 -2.17 0.86
*
```

3.
Below is the molecule C23H32N4O2, with properties calculated with ωB97M-V/def2-TZVPD.

The value obtained for the total energy is -34427.6005 eV. As for the SMILES: CCCCCCC(CC(=O)NCc1cccnc1)CC(=O)NCc1cccnc1. For the LUMO energy, the calculation gives 0.018 Eh. The value obtained for the relative energy (zero: lowest compared OMol25 entry of this formula, charge and spin) is 19.6 kcal/mol.

Structure (ORCA input):
```
! RIJCOSX wB97M-V def2-TZVPD def2/J DEFGRID3
* xyz 0 1
C 2.71 5.41 -0.52
C 2.96 4.55 0.72
C 3.71 3.25 0.41
C 2.97 2.29 -0.53
C 1.64 1.79 0.04
C 1.04 0.71 -0.86
H 1.72 -0.15 -0.89
C -0.35 0.24 -0.42
H -0.99 1.12 -0.30
C -0.28 -0.49 0.93
C -1.62 -1.07 1.32
O -1.91 -2.25 1.15
N -2.48 -0.19 1.85
H -2.23 0.79 1.88
C -3.87 -0.53 2.13
C -4.72 -0.21 0.93
C -4.80 -1.10 -0.14
C -5.54 -0.75 -1.26
C -6.18 0.48 -1.26
N -6.12 1.33 -0.25
C -5.41 0.99 0.81
H -5.39 1.72 1.62
H -6.77 0.81 -2.10
H -5.62 -1.41 -2.10
H -4.28 -2.04 -0.09
H -4.20 0.03 3.00
H -3.89 -1.60 2.34
H 0.45 -1.30 0.88
H 0.05 0.21 1.70
C -0.98 -0.64 -1.52
C -0.09 -1.82 -1.88
O 0.73 -1.77 -2.77
N -0.30 -2.91 -1.12
H -0.91 -2.86 -0.31
C 0.67 -4.00 -1.12
C 1.81 -3.62 -0.22
C 2.94 -2.97 -0.73
C 3.91 -2.53 0.15
C 3.72 -2.73 1.51
N 2.65 -3.34 2.01
C 1.73 -3.77 1.16
H 0.87 -4.25 1.61
H 4.44 -2.40 2.24
H 4.79 -2.02 -0.20
H 3.03 -2.81 -1.79
H 1.02 -4.14 -2.14
H 0.17 -4.91 -0.77
H -1.10 -0.03 -2.42
H -1.97 -0.99 -1.21
H 0.97 1.09 -1.88
H 1.82 1.39 1.04
H 0.94 2.62 0.12
H 3.62 1.43 -0.71
H 2.80 2.77 -1.49
H 4.67 3.50 -0.04
H 3.91 2.73 1.35
H 2.02 4.33 1.21
H 3.57 5.12 1.42
H 2.27 6.36 -0.23
H 2.02 4.91 -1.20
H 3.64 5.60 -1.05
*
```

4.
Below is a cluster of 2 separate species, C4H11NO in total in a non-equilibrium geometry, with properties calculated with ωB97M-V/def2-TZVPD.

The value obtained for the total energy is -7861.7537 eV. As for the SMILES: C=CCNC.O. For the LUMO energy, the calculation gives 0.024 Eh. The value obtained for the relative energy (zero: lowest compared OMol25 entry of this formula, charge and spin) is 64.6 kcal/mol.

Structure (ORCA input):
```
! RIJCOSX wB97M-V def2-TZVPD def2/J DEFGRID3
* xyz 0 1
C 0.22 1.26 0.10
N -0.17 -0.12 0.01
C 0.64 -0.92 -0.86
C 1.38 -3.41 -0.66
C 0.39 -2.48 -0.73
H 0.51 1.73 -0.86
H -0.65 1.82 0.52
H 1.17 1.49 0.73
H -1.09 -0.10 -0.39
H 1.76 -0.80 -0.69
H 0.31 -0.65 -1.85
H 1.17 -4.36 -0.16
H 2.43 -3.08 -0.89
H -0.54 -2.74 -0.21
H -2.15 3.79 1.31
H -3.20 4.30 2.39
O -2.18 4.25 2.24
*
```